{
  "formula": "C15H26IrNOP",
  "method": "ωB97M-V with the def2-TZVPD basis set",
  "lumo_ev": [-5.42, -9.59],
  "relative_energy_kcal_mol": 28.5,
  "homo_energy_ev": [-11.27, -15.62],
  "charge": 2,
  "homo_lumo_gap_ev": [5.86, 6.03],
  "spin_multiplicity": 6,
  "s_squared": 8.7900,
  "elements": ["H", "N", "H", "H", "C", "C", "C", "C", "C", "H", "C", "C", "P", "H", "Ir", "H", "C", "H", "H", "H", "C", "C", "H", "H", "C", "H", "H", "H", "H", "C", "O", "H", "C", "H", "H", "H", "C", "C", "H", "H", "H", "H", "H", "H", "H"],
  "coordinates": [[2.06, -3.38, -0.53], [1.18, -2.92, -2.38], [-0.69, -3.55, -2.93], [2.01, 3.99, 0.30], [-2.24, 1.27, -3.45], [-0.15, -3.27, -2.01], [0.95, 4.08, 0.02], [2.32, -3.27, -1.58], [1.50, -2.61, -3.74], [0.54, 1.23, 1.72], [-1.39, -1.00, -2.01], [-2.07, -1.14, -3.25], [0.28, 2.49, -0.48], [-0.37, -1.93, -0.33], [-0.66, 0.79, 0.47], [-2.94, 0.73, 2.58], [-1.45, 1.44, -2.31], [2.30, 1.21, -0.46], [-3.51, -0.42, 1.26], [0.60, -2.33, -4.29], [-2.87, -0.29, 2.16], [-0.92, 2.78, -1.88], [1.20, 0.70, -1.77], [0.38, 4.42, 0.89], [-2.58, -0.01, -3.90], [-0.11, -4.12, -1.31], [2.20, -1.76, -3.76], [-0.42, 3.32, -2.70], [2.13, 2.23, -1.95], [-1.21, 0.31, -1.52], [-0.65, -1.34, 2.11], [-2.59, 2.16, -3.98], [1.64, 1.56, -1.26], [-3.15, -1.04, 2.91], [-1.87, -2.73, -0.88], [0.86, 4.82, -0.79], [-1.45, -0.47, 1.80], [-0.96, -2.20, -1.22], [3.05, -2.47, -1.68], [-0.15, 1.49, 2.02], [2.81, -4.20, -1.93], [-2.22, -2.13, -3.70], [2.02, -3.44, -4.26], [-3.23, -0.12, -4.76], [-1.70, 3.45, -1.49]],
  "lowdin_spin": [0.003, 0.601, 0.010, 0.002, 0.006, 0.073, 0.034, 0.065, 0.068, 0.112, 0.160, 0.035, 0.210, 0.012, 1.392, 0.013, 0.176, 0.007, 0.001, 0.001, 0.115, 0.051, 0.017, 0.004, 0.204, 0.017, 0.022, 0.005, 0.015, 0.394, 0.430, -0.002, 0.088, 0.014, 0.007, 0.005, 0.351, 0.082, 0.017, 0.092, 0.035, 0.001, 0.035, 0.010, 0.010]
}

=====

{
  "formula": "C32H35IrN3O5PSe",
  "method": "ωB97M-V with the def2-TZVPD basis set",
  "lumo_ev": [-9.53, -12.87],
  "relative_energy_kcal_mol": 13.8,
  "homo_energy_ev": [-16.40, -16.95],
  "charge": 3,
  "homo_lumo_gap_ev": [6.87, 4.08],
  "spin_multiplicity": 6,
  "s_squared": 8.7883,
  "elements": ["H", "C", "C", "O", "H", "C", "H", "H", "C", "H", "C", "H", "N", "H", "H", "H", "H", "H", "H", "C", "H", "C", "H", "H", "C", "C", "C", "H", "N", "H", "H", "Ir", "C", "C", "H", "C", "C", "H", "H", "H", "C", "C", "C", "C", "Se", "C", "C", "C", "C", "H", "H", "H", "C", "H", "O", "C", "C", "C", "H", "C", "H", "H", "O", "O", "H", "H", "H", "H", "C", "N", "C", "O", "C", "H", "P", "C", "C", "H"],
  "coordinates": [[0.03, 4.01, 0.98], [-2.85, 1.38, -3.53], [2.70, -3.44, -3.29], [-1.56, -0.14, 2.67], [1.65, -0.30, -2.65], [-3.86, -3.42, -0.20], [-2.61, -1.29, -5.61], [3.34, 0.84, 0.41], [-1.45, 0.83, 3.70], [2.42, 4.37, -1.65], [-1.74, -2.30, -0.38], [-2.18, 0.62, 4.49], [1.46, -1.08, 2.10], [1.73, -5.23, -2.60], [-0.02, -4.04, -1.37], [-1.20, -2.12, -3.76], [-1.62, -4.74, 1.97], [-2.65, 2.39, 2.76], [4.48, 0.31, 5.15], [2.12, -0.09, 2.71], [3.00, 3.07, -2.69], [-2.12, 0.86, -2.48], [3.49, -3.98, -3.78], [3.36, 3.29, 0.34], [2.59, 3.30, -1.70], [3.07, -0.48, 3.70], [-1.22, -3.13, 0.62], [4.58, 2.91, -0.89], [3.13, -1.79, 3.85], [3.41, -1.51, -3.88], [0.82, 2.21, -2.40], [0.10, 0.56, 0.97], [-1.65, 2.26, 3.19], [1.31, 2.50, -1.46], [3.94, 2.67, 4.54], [3.76, 0.55, 4.39], [-3.35, -4.23, 0.80], [-3.99, -4.95, 1.29], [-3.49, -1.79, -1.54], [-1.04, 4.59, 2.27], [3.53, 2.79, -0.62], [-0.87, 3.79, 1.55], [-1.52, -0.39, -2.53], [2.66, -2.05, -3.33], [2.04, -2.61, 2.82], [-3.03, 0.58, -4.66], [-2.46, -0.67, -4.73], [0.70, -2.08, -1.93], [3.45, 1.84, 4.05], [-3.42, 0.42, 1.86], [-1.54, 2.95, 4.04], [-4.88, -3.55, -0.53], [-1.68, -1.15, -3.69], [-0.44, 0.73, 4.11], [1.69, 1.31, -0.74], [-2.91, -0.44, 2.31], [-2.02, -4.10, 1.20], [0.74, -3.48, -1.89], [-1.73, 3.73, 0.87], [3.12, 1.32, -0.54], [-3.46, -0.75, 3.20], [-3.62, 0.98, -5.48], [-1.97, 2.89, -1.26], [-1.78, 0.93, -0.18], [-3.28, 2.37, -3.47], [0.58, 3.06, -0.86], [3.58, 0.75, -1.35], [-0.20, -3.00, 0.95], [1.68, -1.38, -2.64], [1.84, 1.19, 2.40], [1.73, -4.15, -2.59], [-0.65, 2.55, 2.22], [-1.95, 1.69, -1.19], [-2.88, -1.26, 1.60], [-0.61, -1.10, -1.12], [-3.07, -2.44, -0.78], [2.48, 2.13, 3.06], [2.23, 3.15, 2.83]],
  "lowdin_spin": [0.000, 0.210, 0.020, 0.092, 0.001, 0.000, 0.007, 0.000, 0.002, 0.000, 0.015, 0.002, 0.089, 0.000, 0.001, 0.007, 0.000, 0.000, 0.000, 0.017, 0.000, 0.218, 0.001, 0.000, 0.003, 0.001, 0.011, 0.000, 0.021, 0.000, 0.001, 2.854, 0.003, 0.008, 0.001, -0.002, 0.017, 0.001, 0.000, 0.003, 0.001, 0.007, 0.036, 0.000, 0.008, 0.006, 0.204, 0.044, 0.003, 0.000, 0.002, 0.000, 0.214, 0.000, 0.097, 0.005, 0.000, 0.018, 0.001, 0.005, 0.003, -0.003, 0.167, 0.125, 0.005, 0.002, 0.002, 0.000, 0.017, 0.068, 0.003, 0.083, 0.029, 0.000, 0.221, 0.015, 0.009, 0.001]
}

=====

{
  "formula": "C66H73N13O22",
  "method": "ωB97M-V with the def2-TZVPD basis set",
  "lumo_ev": -0.92,
  "homo_energy_ev": -9.28,
  "homo_lumo_gap_ev": 8.36,
  "spin_multiplicity": 1,
  "elements": ["H", "H", "H", "C", "H", "H", "O", "H", "C", "N", "H", "C", "H", "C", "O", "N", "C", "C", "C", "H", "H", "N", "C", "O", "N", "O", "H", "C", "C", "C", "H", "C", "O", "C", "C", "C", "H", "C", "H", "N", "C", "C", "H", "O", "C", "N", "H", "C", "O", "C", "H", "H", "C", "H", "C", "H", "H", "H", "C", "H", "H", "H", "H", "O", "H", "C", "H", "C", "H", "H", "H", "O", "H", "H", "C", "C", "H", "H", "O", "C", "H", "O", "H", "O", "O", "C", "O", "C", "C", "O", "C", "C", "C", "H", "H", "N", "C", "H", "C", "H", "C", "C", "O", "C", "C", "H", "O", "H", "C", "C", "H", "C", "C", "H", "C", "C", "C", "H", "N", "C", "N", "C", "H", "H", "C", "H", "C", "C", "H", "O", "H", "H", "C", "C", "H", "C", "H", "H", "C", "C", "H", "H", "C", "C", "H", "N", "C", "H", "C", "N", "O", "H", "H", "H", "H", "H", "C", "H", "H", "H", "C", "H", "C", "N", "O", "O", "H", "C", "O", "H", "H", "H", "N", "H"],
  "coordinates": [[-6.03, -3.81, 0.54], [-1.06, 0.28, -6.61], [-5.60, -5.92, -2.64], [-1.02, -8.10, -2.02], [1.00, -2.00, -3.74], [-6.89, 0.15, -0.72], [8.81, -1.99, 1.11], [4.69, 1.29, -1.02], [2.79, -0.84, -3.54], [3.30, 2.82, 5.13], [2.76, -0.69, -2.45], [4.03, -0.49, -5.59], [-6.46, 4.65, 1.27], [-3.58, 1.74, -4.91], [2.16, 0.83, 5.35], [-3.44, 5.71, -0.59], [-0.42, 3.71, -1.69], [7.38, 1.23, 1.10], [5.54, -3.15, 0.32], [1.82, -1.99, 1.56], [-3.68, 2.63, -5.55], [-0.50, 3.50, 7.34], [-0.99, 5.88, -0.05], [2.26, -4.61, -3.28], [0.48, -2.31, -0.78], [-0.21, -2.30, -1.78], [-0.43, -9.59, -3.53], [3.54, 2.64, 3.69], [-0.82, -6.80, -1.57], [-2.04, 5.18, -0.69], [4.61, -3.61, -2.93], [4.76, -3.52, -0.77], [1.18, -3.26, -0.44], [7.36, -2.58, -1.19], [2.67, 1.84, 5.81], [0.65, 4.44, -1.11], [3.48, 1.56, 3.53], [0.31, 5.50, -0.29], [8.40, 1.58, 1.29], [-2.30, 1.15, -5.20], [-4.48, 3.06, 0.82], [-2.05, 0.73, -6.58], [-2.76, -1.88, -3.33], [-1.47, 1.18, -3.07], [1.07, -0.11, 2.18], [7.48, 0.50, 3.41], [-3.12, 5.28, 2.59], [-3.29, -2.81, -3.18], [2.51, -6.03, -4.86], [0.93, -6.49, -3.22], [7.16, 2.03, -0.93], [-1.37, 1.72, 0.50], [-3.60, -5.19, -2.86], [3.73, 0.03, 0.79], [0.13, -5.99, -2.17], [2.53, 2.14, 6.86], [-3.68, 1.21, 3.46], [1.05, 6.14, 0.12], [-3.46, 4.25, 2.68], [-1.67, -4.18, -2.99], [6.90, -2.83, -3.30], [-0.64, 6.18, 7.12], [-2.57, 3.57, -2.01], [6.91, 0.11, 4.41], [1.27, -8.22, -4.48], [1.16, -1.18, 1.29], [2.77, 3.13, 3.09], [-5.66, -2.83, 0.21], [4.84, -0.04, -6.21], [0.48, 3.96, 2.84], [-3.73, 4.06, 3.72], [-3.49, 2.37, 0.65], [-3.17, -6.16, -2.69], [-1.61, -1.12, 2.44], [-1.32, 0.99, -4.25], [-0.31, 4.34, 6.12], [1.61, -0.18, 3.10], [-1.16, 6.77, 0.57], [8.66, 0.82, 3.35], [2.02, -1.82, -5.62], [-3.12, -0.42, 2.25], [-3.66, 6.57, 0.25], [0.22, -4.93, -1.86], [-7.62, -4.36, -2.24], [-3.61, -4.58, 1.12], [6.87, -2.67, 0.10], [7.31, -2.76, 2.40], [3.09, -1.28, -6.27], [0.08, 3.72, 4.91], [-7.42, -2.50, -3.31], [-6.13, -0.57, -0.50], [5.45, 0.10, 2.01], [6.54, -2.90, -2.27], [-3.59, 2.03, -3.88], [-1.50, -1.02, 5.68], [7.69, -2.43, 1.31], [-2.74, -4.10, -3.02], [-1.31, -6.36, -0.73], [3.87, -0.26, -4.22], [-2.97, -1.81, 3.39], [6.68, 1.50, -0.08], [-1.74, 4.07, -1.49], [1.18, -2.92, -7.52], [-4.24, -2.54, 0.24], [-5.75, 4.78, 2.08], [-5.46, 5.82, 2.20], [-2.09, -3.36, 0.23], [-2.16, 1.52, -7.32], [0.65, -7.76, -3.70], [4.78, 0.36, 0.84], [8.39, -2.33, -1.35], [-0.26, 6.45, 5.01], [-4.67, -2.64, -3.23], [-2.68, 3.52, 2.48], [-0.42, 5.70, 6.17], [0.23, 0.97, 1.90], [-0.58, 0.97, 0.72], [-2.75, -0.02, -6.94], [-4.58, 4.00, 1.79], [0.05, 5.81, 3.80], [1.97, -5.67, -3.83], [6.74, 0.56, 2.14], [4.93, -0.46, 2.76], [-4.39, 0.73, -0.77], [-2.51, -0.91, 3.02], [4.55, 4.41, 5.87], [5.33, 1.09, -0.19], [-0.31, -8.61, -3.09], [3.05, 4.28, 6.67], [-2.66, 2.13, 4.95], [-5.09, -1.67, -3.40], [-5.39, 2.96, 0.23], [1.89, -1.63, -4.24], [-2.84, 1.23, 4.17], [-0.95, 0.64, 5.69], [3.51, 4.19, 5.69], [4.58, 0.44, -3.79], [-1.73, -8.67, -1.43], [-4.75, -0.26, -0.55], [5.23, -3.34, -2.06], [5.19, -3.28, 1.31], [0.19, 2.66, 4.87], [0.21, 4.46, 3.76], [-1.10, -0.23, 5.06], [0.08, 6.35, 2.86], [-6.95, -3.54, -2.84], [0.36, -1.14, 0.17], [0.14, 1.76, 2.67], [-5.49, -3.75, -2.96], [-3.25, -3.59, 0.51], [-0.97, 4.09, 8.30], [3.75, -3.86, -0.55], [-4.38, 1.03, -5.04], [-2.74, -1.10, -0.19], [-0.23, 2.91, -2.36], [1.69, 4.19, -1.33], [-3.82, -1.26, -0.19], [-7.63, -2.03, -0.10], [-1.15, -0.13, -1.03], [3.15, -1.43, -7.34], [-6.55, -1.84, -0.15], [-0.43, 0.43, -4.65], [-4.99, -5.04, -2.80], [1.00, -2.65, -6.34], [-4.34, 5.15, -1.18], [-0.26, 2.31, 7.33], [-0.16, -0.52, 4.65], [-0.54, -0.10, -0.16], [0.05, -3.05, -5.74], [4.54, 3.04, 3.45], [2.96, 4.93, 5.14], [-0.28, 7.52, 5.03], [-2.13, 0.08, 4.03], [-6.23, 4.55, 3.04]],
  "lowdin_charge": [0.127, 0.074, 0.121, -0.077, 0.090, 0.102, 0.072, 0.086, -0.060, -0.162, 0.111, -0.064, 0.092, -0.033, -0.003, -0.331, -0.056, 0.002, 0.003, 0.122, 0.100, -0.322, -0.013, 0.055, -0.309, 0.043, 0.106, -0.031, -0.078, -0.111, 0.100, -0.060, 0.054, -0.012, -0.347, -0.038, 0.064, -0.103, 0.127, -0.183, -0.327, -0.051, 0.105, -0.008, -0.083, -0.339, 0.087, -0.051, 0.080, -0.134, 0.112, 0.095, -0.050, 0.101, 0.000, 0.133, 0.131, 0.097, -0.042, 0.081, 0.112, 0.128, 0.115, 0.094, 0.124, -0.018, 0.077, 0.001, 0.121, 0.091, 0.088, -0.029, 0.089, 0.067, -0.303, -0.120, 0.082, 0.118, 0.065, -0.136, 0.075, 0.059, 0.093, 0.071, 0.078, -0.134, 0.087, -0.017, -0.013, 0.056, -0.051, -0.035, -0.059, 0.067, 0.092, -0.357, -0.041, 0.105, -0.075, 0.091, -0.041, -0.008, 0.068, -0.118, -0.066, 0.085, 0.061, 0.087, -0.001, -0.086, 0.112, -0.047, -0.014, 0.069, -0.014, -0.036, -0.034, 0.092, -0.175, -0.073, -0.330, -0.168, 0.122, 0.084, -0.036, 0.083, -0.063, -0.049, 0.081, 0.014, 0.106, 0.134, -0.031, -0.350, 0.058, -0.030, 0.102, 0.109, -0.038, -0.071, 0.108, 0.088, -0.097, -0.003, 0.097, -0.351, -0.125, 0.093, -0.147, -0.340, 0.072, 0.096, 0.088, 0.087, 0.071, 0.107, -0.011, 0.123, 0.083, 0.118, -0.099, 0.138, 0.012, -0.346, 0.070, 0.081, 0.055, -0.018, 0.082, 0.099, 0.074, 0.102, -0.148, 0.095]
}

=====

{
  "formula": "C7H10S",
  "method": "ωB97M-V with the def2-TZVPD basis set",
  "lumo_ev": 0.84,
  "relative_energy_kcal_mol": 59.1,
  "homo_energy_ev": -8.24,
  "homo_lumo_gap_ev": 9.08,
  "spin_multiplicity": 1,
  "elements": ["S", "H", "C", "H", "H", "C", "C", "H", "H", "C", "C", "C", "H", "H", "H", "H", "H", "C"],
  "coordinates": [[-2.65, -1.57, -0.71], [-1.42, 1.28, -1.76], [-0.07, -0.50, 0.39], [-1.63, -1.92, 1.35], [-1.44, 2.07, -0.08], [-0.77, 1.67, -0.93], [1.17, -1.16, 0.81], [1.32, -1.94, 1.49], [3.34, -0.35, 0.73], [-1.68, -1.12, 0.72], [2.21, -0.37, 0.50], [0.25, 0.71, -0.16], [1.89, 1.94, 0.13], [2.05, 0.97, -1.27], [-2.26, -0.41, 1.15], [-1.90, -2.71, -1.04], [-0.12, 2.57, -1.14], [1.70, 0.84, -0.19]],
  "lowdin_charge": [0.663, 0.072, -0.137, 0.018, 0.087, -0.045, -0.075, 0.088, 0.131, -0.477, -0.109, -0.278, 0.158, 0.151, -0.001, -0.102, 0.069, -0.214]
}

=====

{
  "formula": "C21H19F6",
  "method": "ωB97M-V with the def2-TZVPD basis set",
  "lumo_ev": -6.13,
  "relative_energy_kcal_mol": 15.1,
  "homo_energy_ev": -12.59,
  "charge": 1,
  "homo_lumo_gap_ev": 6.47,
  "spin_multiplicity": 1,
  "elements": ["H", "H", "C", "F", "C", "H", "H", "H", "C", "H", "H", "C", "C", "H", "C", "H", "C", "F", "C", "H", "C", "H", "F", "H", "C", "H", "C", "C", "H", "C", "H", "C", "C", "H", "C", "C", "C", "H", "C", "C", "F", "F", "F", "C", "H", "H"],
  "coordinates": [[-2.16, -0.56, -1.99], [-5.29, 1.38, -2.54], [-3.18, 1.27, -2.30], [-4.83, -1.37, 2.07], [2.10, -1.23, 1.37], [-0.28, -1.72, 0.90], [3.26, -2.99, 1.85], [3.38, 1.62, -0.04], [2.11, 0.01, 0.70], [2.01, 1.88, -1.84], [-2.60, -2.05, 1.67], [-1.20, 1.57, 1.37], [-4.51, 0.64, -2.45], [0.34, -0.53, -1.31], [4.47, -0.21, 0.29], [-3.12, 2.20, 2.08], [-2.96, 0.05, 1.96], [-4.48, 0.00, 3.78], [1.67, 1.00, -2.36], [1.49, 1.31, -3.40], [-0.77, 1.10, -2.12], [1.03, 1.78, 0.07], [6.48, -1.92, -0.26], [1.21, -1.63, 1.88], [3.33, 0.58, 0.31], [-0.69, 2.14, -2.47], [-0.40, 0.46, 1.04], [-2.05, 0.53, -2.13], [5.39, 0.18, -0.11], [0.86, 0.71, 0.24], [-0.82, 2.59, 1.23], [5.57, -2.38, 0.64], [-0.88, -0.84, 1.18], [2.47, 0.26, -2.34], [3.26, -2.00, 1.38], [0.42, 0.52, -1.59], [-2.19, -1.04, 1.61], [-4.55, -0.04, -3.30], [4.40, -1.51, 0.79], [-2.48, 1.37, 1.82], [5.23, -3.64, 0.25], [6.25, -2.50, 1.86], [-5.19, 0.77, 1.84], [-4.34, -0.14, 2.39], [-3.08, 2.35, -2.42], [-4.70, 0.03, -1.56]],
  "lowdin_charge": [0.145, 0.089, -0.024, 0.127, 0.009, 0.119, 0.143, 0.130, -0.167, 0.067, 0.139, -0.006, -0.040, 0.135, 0.032, 0.132, -0.131, 0.106, -0.046, 0.094, 0.024, 0.127, 0.130, 0.106, -0.018, 0.153, -0.198, -0.067, 0.129, -0.052, 0.136, -0.511, -0.030, 0.092, 0.021, -0.195, 0.017, 0.112, -0.122, 0.016, 0.136, 0.104, 0.122, -0.515, 0.133, 0.097]
}

=====

- What is the formula in the fourth record?
  C7H10S